1.
A gas-phase ion, C5H11N6O2 (charge +1) at a distorted geometry. Source: the Open Molecules 2025 dataset; level of theory: ωB97M-V/def2-TZVPD.

Computed properties:
frontier orbital gap (spin up / spin down)	7.42 / 7.23	eV
max |F|	0.07216	Eh/bohr
highest occupied orbital energy (spin up / spin down)	-13.097 / -13.144	eV

```
! RIJCOSX wB97M-V def2-TZVPD def2/J DEFGRID3
* xyz 1 1
C -2.0832 0.2474 -0.6674
C -0.6304 -1.7088 -0.6135
C -0.4463 1.6648 0.4033
C -1.1171 -0.4517 1.3751
C 1.1169 -0.1620 0.7544
N 2.2422 0.2248 0.1936
N 3.1452 -0.6958 -0.2154
N -0.9790 1.1916 -0.8469
N 0.3822 -2.1874 0.2292
N -1.6148 -0.8919 0.0983
N 0.0218 0.4312 1.0731
O 2.5597 1.5687 0.0676
O 4.1490 -0.2246 -0.6866
H -2.9304 0.6852 -0.1208
H -2.4280 -0.0838 -1.6464
H -0.2823 -1.1636 -1.5137
H -1.1455 -2.6140 -0.9896
H 0.3791 2.3578 0.2273
H -1.1843 2.1212 1.0803
H -1.8820 0.1098 1.9110
H -0.7765 -1.3063 1.9593
H -1.1524 1.9224 -1.5224
H 1.1680 -2.5982 -0.2693
H 3.4883 1.5632 -0.2804
*
```



2.
8 unconnected molecules or ions with the total composition C29H52F9NO18S4 at a distorted geometry. Source: the Open Molecules 2025 dataset; level of theory: ωB97M-V/def2-TZVPD.

Computed properties:
frontier orbital gap	9.58	eV
max |F|	0.06825	Eh/bohr
highest occupied orbital energy	-9.312	eV
structure (SMILES)	CCOC(=O)C(F)(F)F.CCOC(=O)C(F)(F)F.CCOC(=O)C(F)(F)F.CCOS(C)(=O)=O.CCOS(C)(=O)=O.CCOS(C)(=O)=O.CCOS(C)(=O)=O.c1ccncc1

```
! RIJCOSX wB97M-V def2-TZVPD def2/J DEFGRID3
* xyz 0 1
C -3.2452 -2.3434 -2.3001
C -2.0338 -2.2698 -1.3953
O -2.4370 -1.3934 -0.2449
C -1.5798 -1.2101 0.7136
O -0.3960 -1.3917 0.6566
C -2.3326 -0.6337 1.9297
F -2.7923 0.5668 1.6071
F -3.3067 -1.4326 2.2204
F -1.5526 -0.5508 2.9855
H -3.1855 -3.1547 -3.0532
H -3.3246 -1.4756 -2.8665
H -4.0828 -2.5513 -1.6572
H -1.0926 -1.9017 -1.7791
H -1.8404 -3.2223 -0.9555
C -3.8872 -5.9202 0.7509
C -2.4909 -6.4006 0.4639
O -1.6432 -6.2586 1.6031
C -1.5120 -5.0531 2.0958
O -1.9101 -4.0430 1.5658
C -0.5759 -5.0824 3.3276
F 0.6100 -4.7279 2.8609
F -0.9849 -4.1337 4.2222
F -0.5758 -6.3072 3.8414
H -4.2813 -6.3856 1.6737
H -4.5650 -6.3341 -0.0411
H -3.9568 -4.7834 0.7338
H -2.0377 -5.7809 -0.3286
H -2.4032 -7.4723 0.3141
C -0.0810 1.9124 6.0128
C 0.3383 3.2348 5.4577
O -0.6078 3.6791 4.4239
C -0.5994 4.9344 4.0654
O 0.1596 5.8163 4.4672
C -1.6823 5.1584 3.0566
F -1.1370 5.3563 1.8781
F -2.5445 4.1651 3.0035
F -2.2856 6.3078 3.3452
H 0.5781 1.5302 6.8891
H 0.1953 1.2261 5.1775
H -1.1345 1.7914 6.2916
H 1.3463 3.1032 5.0072
H 0.3506 4.0441 6.2648
C 4.3196 5.1483 1.0464
C 4.7810 4.1365 2.0838
O 3.7515 3.1073 2.0138
S 3.8588 1.9388 3.1297
C 4.3957 0.4769 2.2040
O 4.9553 2.2884 4.0428
O 2.5188 1.6058 3.5624
H 4.9130 6.0442 1.0577
H 3.3450 5.4759 1.4706
H 4.1879 4.7185 0.0072
H 5.7138 3.7261 1.7663
H 4.8781 4.5175 3.0321
H 3.8210 0.2483 1.3607
H 4.4278 -0.3590 2.8805
H 5.4533 0.7789 2.0016
C 2.2422 -3.2842 -0.1867
C 1.6423 -4.6419 -0.4597
O 0.5326 -4.3439 -1.3268
S -0.0480 -5.5581 -2.1460
C 1.0812 -5.6584 -3.6052
O 0.1113 -6.7182 -1.3596
O -1.3444 -5.0588 -2.5257
H 2.6945 -2.7785 -1.0317
H 2.9359 -3.2733 0.5870
H 1.3914 -2.7227 0.1294
H 2.2631 -5.3961 -0.9695
H 1.2720 -5.0287 0.5105
H 0.7082 -6.5806 -3.9699
H 2.1614 -5.7743 -3.2706
H 1.0341 -4.8825 -4.3537
C 0.2355 2.4256 1.4502
C 0.7928 1.9339 0.1025
O 1.4828 2.8863 -0.7403
S 0.5800 3.7601 -1.7145
C 0.0891 5.1979 -0.8227
O 1.3646 4.1547 -2.7955
O -0.5972 3.0293 -1.9890
H -0.7163 2.9147 1.5046
H 0.9555 3.0792 1.9381
H 0.1142 1.5554 2.1165
H 1.5600 1.1355 0.2682
H -0.0723 1.4592 -0.4070
H -0.2423 5.7594 -1.6932
H 0.8514 5.8717 -0.3315
H -0.7676 4.9782 -0.1889
C 0.1935 0.0834 -3.7261
C 1.0522 -0.5283 -2.6190
O 2.2400 0.3165 -2.3055
S 3.5708 0.3960 -3.1017
C 3.4293 1.7371 -4.1636
O 4.4188 0.7441 -1.9907
O 3.8411 -0.7625 -3.8919
H 0.5791 -0.2877 -4.6956
H 0.2507 1.1648 -3.5429
H -0.7644 -0.2954 -3.4130
H 0.5321 -0.4884 -1.6905
H 1.4053 -1.5657 -2.7427
H 4.3631 1.9264 -4.6369
H 3.0116 2.5981 -3.5991
H 2.7118 1.5265 -4.8897
C -3.5875 2.5671 -3.5995
C -3.7001 1.8251 -2.4693
C -4.7966 0.9611 -2.2977
N -5.7606 0.8388 -3.2105
C -5.7805 1.5967 -4.2870
C -4.6245 2.4453 -4.5299
H -2.8357 3.3929 -3.7397
H -2.9159 1.9032 -1.6785
H -4.8780 0.3918 -1.4027
H -6.4933 1.3812 -5.1305
H -4.5711 3.2267 -5.3096
*
```



Sequential energy above the lowest of the compared OMol25 structures with the same formula, charge and spin output: 196.9 12.8 kcal/mol